Entry 1
Computed, not measured: a cluster of 2 separate species, C4H5NO3 in total, with the ωB97M-V functional and the def2-TZVPD basis.

Geometry (Å):
C (-0.128, -1.120, 0.301)
C (-0.275, 1.102, 0.292)
C (1.270, -0.719, -0.284)
C (1.208, 0.823, -0.137)
N (-0.846, -0.076, 0.499)
O (-0.245, -2.264, 0.512)
O (-0.796, 2.167, 0.420)
O (-3.195, -0.481, -0.192)
H (1.952, -1.027, 0.476)
H (1.510, -1.241, -1.316)
H (1.467, 1.390, -0.959)
H (1.737, 1.140, 0.776)
H (-3.659, 0.306, -0.389)

Net charge ... 0
Orbital gap (alpha / beta) ... 8.70 / 6.19 eV

Entry 2
Computed, not measured: an isolated molecule of C4H5NO3, with the ωB97M-V functional and the def2-TZVPD basis.

Geometry (Å):
C (0.687, -1.664, -0.917)
C (0.141, -1.355, 0.239)
C (-0.393, 0.077, 0.097)
N (-1.116, 0.744, 0.970)
O (-1.483, -0.211, 1.899)
C (0.139, 1.116, -0.943)
O (-0.496, 1.728, -1.852)
O (1.219, 1.693, -0.236)
H (0.456, -0.840, -1.721)
H (0.939, -2.689, -1.349)
H (0.270, -1.804, 1.483)
H (-1.711, 0.322, 2.674)
H (1.346, 2.883, -0.342)

SMILES string ... C=C/C(=N\O)C(=O)O
Net charge ... 0
Orbital gap ... 9.59 eV

Entry 3
Computed, not measured: an isolated molecule of C4H5NO3, with the ωB97M-V functional and the def2-TZVPD basis.

Geometry (Å):
N (1.629, -1.083, 0.345)
C (0.543, -0.690, -0.378)
C (-0.889, -1.173, -0.138)
O (-1.422, -2.214, -0.061)
C (-1.316, 0.473, -0.042)
O (-2.334, 1.316, 0.260)
C (-0.047, 0.750, -0.293)
O (0.556, 1.942, -0.180)
H (1.614, -2.045, 0.364)
H (1.470, -0.713, 1.298)
H (0.706, -0.804, -1.474)
H (-1.973, 2.197, 0.167)
H (1.463, 2.045, 0.132)

SMILES string ... N[C@H]1C(=O)C(O)=C1O
Net charge ... 0
Orbital gap ... 9.02 eV

Entry 4
Computed, not measured: an isolated molecule of C4H5NO3, with the ωB97M-V functional and the def2-TZVPD basis.

Geometry (Å):
C (-0.872, -2.556, 1.387)
C (-0.992, -1.357, 1.281)
C (-0.902, 0.081, 1.276)
O (-0.622, 0.669, 0.039)
C (0.757, 0.668, -0.172)
O (1.631, 0.481, 0.691)
N (0.980, 0.725, -1.554)
O (-0.165, 0.831, -2.368)
H (-0.644, -3.638, 1.732)
H (-1.921, 0.538, 1.713)
H (-0.163, 0.493, 1.997)
H (1.944, 0.675, -1.768)
H (-0.784, -0.002, -2.323)

SMILES string ... C#CCOC(=O)NO
Net charge ... 0
Orbital gap ... 10.74 eV

Most stable one: entry 3, least stable one: entry 2.

Entry 1
Computed, not measured: the ion C3H9N2S with charge +1, with the ωB97M-V functional and the def2-TZVPD basis.

Geometry (Å):
N (-1.993, 0.882, -0.207)
C (-0.995, 0.199, 0.498)
C (0.325, 0.794, 0.134)
N (1.423, -0.233, 0.410)
C (0.980, -1.322, -0.487)
S (-0.726, -1.665, 0.119)
H (-1.988, 0.900, -1.206)
H (-2.957, 0.845, 0.030)
H (-1.321, 0.340, 1.470)
H (0.471, 1.034, -0.886)
H (0.600, 1.823, 0.624)
H (2.316, 0.086, 0.146)
H (1.251, -0.449, 1.332)
H (1.087, -1.063, -1.465)
H (1.526, -2.170, -0.513)

SMILES string ... N[C@@H]1C[NH2+]CS1
Net charge ... +1
Orbital gap ... 9.86 eV

Entry 2
Computed, not measured: a structure of composition C3H9N2S, with the ωB97M-V functional and the def2-TZVPD basis.

Geometry (Å):
C (1.729, -0.176, 1.070)
C (0.766, 0.473, 0.162)
C (-1.377, -0.947, -1.116)
N (0.455, 1.794, 0.132)
N (-0.836, -0.596, 0.140)
S (1.966, -0.454, -0.649)
H (2.364, 0.607, 1.469)
H (1.316, -0.964, 1.742)
H (-1.015, -0.087, -1.730)
H (-1.072, -1.762, -1.665)
H (-2.498, -0.864, -1.067)
H (0.082, 2.230, -0.686)
H (0.349, 2.270, 0.957)
H (-0.739, -1.484, 0.614)
H (-1.490, -0.042, 0.626)

Net charge ... +1
Orbital gap ... 10.53 eV

Most stable one: entry 1, least stable one: entry 2.

Entry 1
Computed, not measured: a cluster of 2 separate species, C2H6NO2 in total, with the ωB97M-V functional and the def2-TZVPD basis.

Geometry (Å):
C (-1.027, -0.340, 1.677)
C (1.014, 0.440, -2.035)
N (-0.051, -0.238, 0.650)
O (1.004, -0.742, 0.780)
O (-0.395, 0.314, -0.410)
H (-1.021, -1.341, 2.087)
H (-1.954, 0.149, 1.328)
H (-0.770, 0.413, 2.399)
H (1.916, -0.052, -1.704)
H (0.839, 1.511, -1.918)
H (0.444, -0.113, -2.852)

Net charge ... +1
Orbital gap ... 10.18 eV

Entry 2
Computed, not measured: a cluster of 2 separate species, C2H6NO2 in total, with the ωB97M-V functional and the def2-TZVPD basis.

Geometry (Å):
C (-0.969, -0.149, -1.923)
C (0.839, -0.251, 2.048)
N (0.303, -2.182, 0.761)
O (-0.135, -1.729, -0.269)
O (0.650, -1.637, 1.794)
H (-0.801, 0.897, -1.850)
H (-2.005, -0.411, -1.891)
H (-0.130, -0.891, -2.231)
H (0.230, 0.197, 3.001)
H (0.744, 0.382, 1.177)
H (1.874, -0.267, 2.371)

Net charge ... +1
Orbital gap (alpha / beta) ... 6.37 / 7.10 eV

Most stable one: entry 1, least stable one: entry 2.

Entry 1
Computed, not measured: a cluster of 2 separate species, C2H6NO2 in total, with the ωB97M-V functional and the def2-TZVPD basis.

Geometry (Å):
C (-1.455, 0.513, -2.201)
N (-0.244, 0.262, -1.867)
H (-2.250, -0.154, -1.845)
H (-1.820, 1.460, -2.602)
H (-0.051, 0.049, -0.809)
H (0.436, 0.764, -2.436)
O (-0.097, -0.629, 0.523)
C (0.639, -0.687, 1.476)
O (1.049, 0.460, 2.015)
H (0.932, -1.589, 2.000)
H (1.567, 0.282, 2.815)

Net charge ... +1
Orbital gap ... 10.46 eV

Entry 2
Computed, not measured: the ion C2H6NO2 with charge +1, with the ωB97M-V functional and the def2-TZVPD basis.

Geometry (Å):
N (-1.198, -1.350, -0.009)
C (-0.660, -0.199, 0.771)
C (0.411, 0.577, 0.004)
O (0.697, 1.711, 0.146)
O (1.039, -0.311, -0.822)
H (-2.102, -1.638, 0.364)
H (-1.240, -1.195, -1.019)
H (-0.592, -2.161, 0.081)
H (-0.255, -0.588, 1.661)
H (-1.447, 0.477, 1.045)
H (1.467, 0.169, -1.550)

SMILES string ... [NH3+]CC(=O)O
Net charge ... +1
Orbital gap ... 11.51 eV

Entry 3
Computed, not measured: the ion C2H6NO2 with charge +1, with the ωB97M-V functional and the def2-TZVPD basis.

Geometry (Å):
N (0.228, -0.197, -1.678)
C (0.672, -0.793, -0.329)
C (-0.004, 0.037, 0.687)
O (0.521, 0.694, 1.535)
O (-1.324, 0.259, 0.397)
H (0.947, -0.423, -2.435)
H (-0.707, -0.459, -1.998)
H (0.330, 0.851, -1.731)
H (1.803, -0.731, -0.426)
H (0.471, -1.900, -0.357)
H (-1.593, 0.971, 0.999)

SMILES string ... [NH3+]CC(=O)O
Net charge ... +1
Orbital gap ... 11.26 eV

Most stable one: entry 2, least stable one: entry 1.